Record 1
Computed, not measured: a cluster of 2 separate species, C21H34BF2IN4O4P in total, with ωB97M-V with the def2-TZVPD basis set.

XYZ file:
```
68
C21H34BF2IN4O4P (ωB97M-V with the def2-TZVPD basis set)
C 1.59 6.23 0.38
C 1.83 6.12 -1.13
B 0.95 5.06 -1.93
O 0.63 5.41 -3.21
P 0.33 3.32 -1.19
O -1.34 3.78 -1.14
I -0.02 2.31 -3.56
C 2.13 2.65 -1.04
C 2.52 1.32 -1.69
C 3.70 0.69 -0.92
C 5.03 1.37 -1.29
C 6.20 0.41 -1.39
N 7.39 1.01 -2.00
N -0.22 1.71 -0.40
C -1.15 0.89 -1.03
O -2.34 0.97 -1.16
F -0.56 -0.33 -1.36
C -0.59 1.81 0.94
O -0.04 1.14 1.81
F -1.65 2.55 1.25
H 2.29 5.59 0.90
H 0.62 5.87 0.68
H 1.73 7.23 0.76
H 2.89 5.97 -1.29
H 1.63 7.09 -1.57
H 1.09 6.23 -3.43
H 0.48 3.81 0.16
H -1.40 4.70 -1.41
H 2.86 3.38 -1.38
H 2.31 2.52 0.02
H 1.72 0.59 -1.67
H 2.89 1.45 -2.69
H 3.80 -0.35 -1.23
H 3.54 0.75 0.15
H 5.27 2.09 -0.51
H 4.96 1.92 -2.22
H 6.51 0.04 -0.42
H 5.96 -0.44 -2.01
H 7.19 1.27 -2.95
H 7.65 1.86 -1.51
C 1.31 -2.63 -0.29
N 0.00 -3.04 0.28
C -0.94 -2.10 0.43
C -2.19 -2.41 0.92
C -2.48 -3.73 1.26
C -1.48 -4.68 1.12
C -0.24 -4.31 0.63
C -3.83 -4.10 1.75
C -4.59 -5.06 1.09
C -5.82 -5.41 1.58
N -6.31 -4.84 2.69
C -5.61 -3.89 3.34
C -4.37 -3.50 2.89
C -7.62 -5.25 3.23
H 1.72 -1.83 0.33
H 1.14 -2.27 -1.30
H 1.97 -3.48 -0.30
H -0.67 -1.09 0.14
H -2.92 -1.63 1.01
H -1.64 -5.72 1.39
H 0.56 -5.02 0.49
H -4.22 -5.53 0.19
H -6.44 -6.15 1.09
H -6.06 -3.47 4.22
H -3.83 -2.75 3.44
H -8.26 -4.38 3.30
H -7.47 -5.69 4.21
H -8.07 -5.99 2.57
```

Computed properties:
LUMO energy = -5.6 eV
net charge = +1
Kohn-Sham gap = 0.1143 Ha
E = -2203.9176 Ha
multiplicity = 1

Mulliken atomic charge list, values in e, 6 entries:
1 C -1.108
2 C -0.751
3 B 1.717
4 O -0.542
5 P -1.164
6 O -0.715

Record 2
Computed, not measured: a structure of composition C21H34BN7O2S3SrTe, with ωB97M-V with the def2-TZVPD basis set.

XYZ file:
```
70
C21H34BN7O2S3SrTe (ωB97M-V with the def2-TZVPD basis set)
Sr -0.07 -0.59 1.36
C -1.55 -5.06 -2.84
C -2.06 -4.05 -1.81
C -3.55 -3.86 -2.05
C -1.76 -4.59 -0.41
N -1.34 -2.77 -2.01
C -0.26 -2.59 -2.88
C 0.28 -1.40 -2.60
N -0.42 -0.82 -1.56
B -0.03 0.68 -1.28
N -1.07 1.45 -0.38
C -2.30 1.64 -1.00
C -3.02 2.48 -0.25
N -2.25 2.84 0.85
C -1.03 2.23 0.75
S 0.32 2.43 1.75
C -2.89 3.64 1.94
C -4.18 2.91 2.34
C -3.19 5.02 1.35
C -2.04 3.79 3.19
N 1.45 0.82 -0.76
C 1.95 2.11 -0.85
C 3.26 2.09 -0.60
N 3.61 0.77 -0.33
C 2.50 -0.02 -0.48
S 2.42 -1.70 -0.30
C 4.92 0.36 0.22
C 5.83 1.59 0.29
C 4.73 -0.17 1.65
C 5.60 -0.67 -0.69
C -1.46 -1.65 -1.22
S -2.60 -1.38 -0.01
H -2.10 -5.99 -2.70
H -0.49 -5.28 -2.70
H -1.71 -4.72 -3.87
H -4.06 -4.82 -1.94
H -3.73 -3.48 -3.06
H -3.97 -3.16 -1.33
H -2.24 -5.57 -0.29
H -2.12 -3.92 0.37
H -0.68 -4.71 -0.27
H 0.04 -3.33 -3.59
H 1.14 -0.92 -3.04
H -0.05 1.23 -2.36
H -2.56 1.11 -1.90
H -4.03 2.82 -0.38
H -4.90 2.83 1.52
H -4.65 3.46 3.16
H -3.92 1.91 2.71
H -3.85 4.96 0.47
H -2.27 5.52 1.05
H -3.69 5.63 2.10
H -1.80 2.81 3.61
H -2.66 4.32 3.92
H -1.13 4.36 3.01
H 1.30 2.94 -1.06
H 3.96 2.90 -0.55
H 5.43 2.35 0.96
H 5.99 2.03 -0.70
H 6.80 1.27 0.67
H 4.26 0.59 2.27
H 5.71 -0.42 2.07
H 4.10 -1.06 1.67
H 5.75 -0.24 -1.69
H 4.99 -1.57 -0.78
H 6.57 -0.93 -0.27
Te -2.18 -0.20 3.82
O 1.61 -1.96 2.97
N 1.12 -3.10 2.82
O 0.22 -3.18 1.96
```

Computed properties:
LUMO energy = 4.0 eV
net charge = -2
Kohn-Sham gap = 0.1030 Ha
E = -2872.6942 Ha
multiplicity = 1

Mulliken atomic charge list, values in e, 6 entries:
1 Sr 1.610
2 C -2.184
3 C 1.395
4 C -1.655
5 C -1.759
6 N 0.318

Record 3
Computed, not measured: a structure of composition C21H34F4GeHfN3O2, with ωB97M-V with the def2-TZVPD basis set.

XYZ file:
```
66
C21H34F4GeHfN3O2 (ωB97M-V with the def2-TZVPD basis set)
Hf 0.60 -0.11 -0.50
C 2.59 -2.67 -1.24
C 3.37 -1.47 -0.73
N 2.71 -0.20 -1.07
C 2.72 0.08 -2.53
C 1.30 0.04 -3.10
C 3.30 0.89 -0.28
C 2.51 2.20 -0.39
N 1.10 1.88 -0.38
C 0.16 2.84 -0.42
C -1.18 2.43 -0.61
F -1.37 1.04 -0.77
C -2.25 3.28 -0.67
F -3.48 2.77 -0.85
C -2.07 4.65 -0.57
C -0.77 5.10 -0.40
F -0.56 6.42 -0.32
C 0.32 4.24 -0.32
F 1.55 4.77 -0.14
H 3.05 -3.59 -0.85
H 2.58 -2.74 -2.34
H 1.55 -2.62 -0.86
H 4.40 -1.47 -1.13
H 3.43 -1.52 0.37
H 3.34 -0.67 -3.04
H 3.17 1.06 -2.71
H 0.87 -0.97 -3.06
H 1.33 0.35 -4.15
H 0.64 0.77 -2.58
H 4.35 1.07 -0.56
H 3.27 0.57 0.78
H 2.78 2.75 -1.31
H 2.79 2.84 0.46
H -2.91 5.34 -0.63
O -1.80 -2.98 -2.58
C -1.56 -2.38 -1.54
O -0.65 -1.53 -1.35
C -2.50 -2.76 -0.34
N -3.46 -3.72 -0.95
C -4.81 -3.10 -0.98
C -4.53 -1.61 -0.82
C -3.35 -1.60 0.16
H -1.89 -3.23 0.47
H -3.46 -4.66 -0.51
H -3.03 -3.78 -1.93
H -5.40 -3.48 -0.13
H -5.32 -3.35 -1.91
H -5.40 -1.07 -0.45
H -4.24 -1.17 -1.78
H -3.71 -1.80 1.19
H -2.80 -0.66 0.17
C 2.64 0.89 3.18
Ge 0.84 0.06 2.93
C 0.58 -1.02 4.58
C -0.48 1.56 3.01
C 0.63 -0.99 1.33
H 2.73 1.15 4.25
H 2.78 1.81 2.61
H 3.46 0.18 2.95
H 0.73 -0.39 5.48
H 1.30 -1.84 4.62
H -0.44 -1.43 4.63
H -0.17 2.29 3.77
H -1.47 1.17 3.30
H -0.58 2.08 2.04
H 0.14 -1.97 1.51
```

Computed properties:
LUMO energy = -2.4 eV
net charge = +1
Kohn-Sham gap = 0.2595 Ha
E = -3659.5295 Ha
multiplicity = 1

Mulliken atomic charge list, values in e, 6 entries:
1 Hf -0.183
2 C -0.923
3 C -0.480
4 N 0.114
5 C -0.623
6 C -1.213

Record 4
Computed, not measured: a cluster of 2 separate species, C21H34IN4O4P2 in total, with ωB97M-V with the def2-TZVPD basis set.

XYZ file:
```
66
C21H34IN4O4P2 (ωB97M-V with the def2-TZVPD basis set)
C -1.75 2.54 5.85
C -2.20 2.88 4.31
O -1.69 1.92 3.30
C -2.19 2.30 1.94
C -1.29 1.38 0.89
C -0.05 2.03 -0.03
C 0.40 3.64 0.07
I 2.29 3.88 1.23
C 0.47 4.37 -1.41
C 1.90 5.08 -1.75
C 0.71 0.97 -1.04
C 1.98 1.39 -2.04
C 1.63 1.45 -3.64
C 2.89 1.87 -4.65
C 4.35 2.21 -3.92
C 4.40 2.06 -2.29
N 3.29 1.70 -1.36
C 0.27 -0.64 -1.14
C 0.98 -1.72 -2.16
C -0.08 -2.24 -3.34
C 0.17 -3.83 -3.77
N 1.57 -4.11 -4.27
C -0.95 -1.10 -0.12
P -1.44 -2.98 -0.19
N -2.84 -3.14 -1.01
N -1.67 -0.11 0.82
P -2.96 -0.85 1.84
O -4.24 -1.31 1.02
H -1.66 3.57 6.43
H -2.59 1.90 6.41
H -0.75 1.94 5.95
H -1.71 3.94 4.04
H -3.37 2.93 4.29
H -3.34 2.02 1.86
H -2.12 3.45 1.75
H -0.40 4.27 0.69
H -0.37 5.21 -1.47
H 0.25 3.61 -2.30
H 2.01 6.03 -1.06
H 2.83 4.37 -1.75
H 1.81 5.50 -2.86
H 0.57 1.20 -4.10
H 2.78 1.95 -5.82
H 5.31 2.54 -4.51
H 5.46 2.28 -1.78
H 1.33 -2.70 -1.58
H 1.95 -1.32 -2.70
H 0.01 -1.57 -4.32
H -1.19 -2.16 -2.95
H -0.15 -4.57 -2.92
H -0.58 -4.03 -4.68
H 2.13 -4.32 -3.42
H 1.90 -3.22 -4.72
H -1.51 -3.54 1.14
H -0.45 -3.77 -0.91
H -3.19 -2.19 -1.31
H -3.41 -0.01 2.92
H -2.33 -2.02 2.47
O 0.05 -5.59 5.91
C 0.26 -5.04 4.71
C -1.06 -5.19 3.82
O -0.85 -4.65 2.61
H 1.08 -5.46 4.10
H 0.51 -3.96 4.69
H -1.88 -4.76 4.42
H -1.32 -6.27 3.85
```

Computed properties:
LUMO energy = -0.4 eV
net charge = -1
Kohn-Sham gap = 0.0839 Ha
E = -2320.0760 Ha
multiplicity = 1

Mulliken atomic charge list, values in e, 6 entries:
1 C -0.919
2 C -0.251
3 O -0.306
4 C -1.005
5 C -0.008
6 C 0.588